Molecular formula: C23H27N3O2
Method: DFT, wB97M-V/def2-TZVPD

Last column: Löwdin charge in e.
Positions of all 55 atoms, in Å:
O: 1.8757 -1.7787 1.4692  0.00
O: -3.1288 -1.4521 -4.0859  -0.20
N: -0.2652 0.6935 3.5168  -0.07
N: -0.1711 -1.5850 2.2736  0.05
N: -0.8326 -0.8058 -4.1930  0.03
C: -0.9717 -2.0882 -0.6173  -0.02
C: 0.6152 -1.4861 1.3599  -0.48
C: -1.9261 -0.8149 -4.7472  -0.38
C: 0.5472 -0.3331 4.3171  -0.03
C: 2.2454 3.4339 0.9865  -0.06
C: 0.5247 -0.2641 -2.1772  -0.06
C: -1.3466 -1.7851 -1.8380  -0.01
C: 0.9334 -0.6751 -0.9692  -0.09
C: -1.6578 -0.8123 2.3046  0.04
C: -2.3447 0.2956 4.3794  0.01
C: 3.8652 3.5048 2.7452  -0.03
C: -0.3856 -1.0186 -2.7404  -0.07
C: 0.4891 1.9114 1.1448  -0.10
C: 2.6219 2.8901 2.0965  -0.24
C: 0.1082 -0.2501 -5.0858  -0.21
C: -0.4889 -0.4992 -6.4756  -0.12
C: -1.9876 -0.4342 -6.0774  -0.09
C: 1.7605 2.0040 2.9069  -0.03
C: 0.2094 -1.2799 -0.0844  -0.12
C: 1.1078 2.8141 0.4758  -0.10
C: -1.4702 0.5528 3.0972  -0.46
C: 0.0642 -1.6679 3.6603  -0.15
C: 0.6702 1.5707 2.4760  -0.16
H: -3.4096 0.3784 3.8451  0.14
H: 3.9078 3.3388 3.7186  0.01
H: -1.9736 -2.6556 -2.3538  0.16
H: 0.9813 -2.2590 3.8250  0.13
H: -0.6467 -2.2296 4.2229  0.12
H: 1.7772 -0.0386 4.0351  0.19
H: -1.9001 -0.4256 1.2653  0.13
H: -0.6077 1.5226 0.7438  0.17
H: -0.1760 -1.6782 -6.7180  0.18
H: 1.0156 0.5323 -2.7991  0.14
H: -2.4314 -1.3286 2.3963  0.03
H: -2.4121 -1.3658 -6.7867  0.20
H: 0.3548 0.9363 -4.9693  0.16
H: -1.8044 1.4482 2.4353  0.17
H: 4.0971 4.5695 2.3216  0.12
H: -1.5724 -2.6479 0.0155  0.09
H: -2.2321 1.3473 4.7069  0.11
H: 0.8373 2.8592 -0.5041  0.09
H: 2.9728 3.7416 0.3419  0.10
H: -2.5400 0.3206 -6.2247  0.05
H: 1.8003 -0.0473 -0.4473  0.18
H: 1.1817 -0.6340 -4.9125  0.15
H: -0.0416 0.0837 -7.1833  0.07
H: 4.6966 2.9178 2.3557  0.08
H: 2.1334 1.8603 4.0393  0.17
H: -2.1305 -0.5109 4.6885  -0.06
H: 0.2081 -0.2011 5.2299  0.05

Forces on atoms 1 to 2 (eV/Å):
-2.7282 1.0959 0.5145
5.9743 3.7765 -3.4269

Summary:
- Net charge: 0
- ΔE to the lowest compared entry with this formula, charge and spin: 1802.64 kJ/mol
- SMILES string: Cc1cccc(N2CCN(C(=O)c3ccc(N4CCCC4=O)cc3)C[C@H]2C)c1
- Kohn-Sham gap: 0.3177 Ha

Molecular formula: C23H27N3O7S
Method: DFT, wB97M-V/def2-TZVPD

Last column: Löwdin charge in e.
Positions of all 61 atoms, in Å:
S: -4.7275 -0.7435 -0.7794  0.67
O: -5.9912 -1.2685 -0.3514  -0.28
O: -0.5476 -4.7802 0.3276  0.00
O: 5.7460 1.1134 0.3401  -0.07
O: -4.5703 -0.3188 -2.1374  -0.27
O: 4.6658 3.7848 0.6477  -0.12
O: 2.1724 -3.3024 -1.4654  0.07
O: -0.2631 0.4442 -2.1776  0.07
N: 1.8077 -0.3984 -1.6886  0.15
N: -0.0159 -2.7587 -1.4948  0.04
N: -4.3861 0.5497 0.1881  -0.24
C: -3.7413 -3.0423 0.4067  -0.05
C: 4.5074 1.5070 -0.0653  -0.19
C: -3.5042 0.0552 2.4382  -0.17
C: 3.9291 2.7865 0.0574  -0.19
C: -4.7125 0.4537 1.5889  -0.19
C: 1.0517 -3.4355 -1.0074  -0.40
C: 2.6383 2.9765 -0.4191  -0.01
C: 1.9049 1.9570 -0.9999  -0.02
C: 0.1853 -1.8801 -2.6358  -0.02
C: -1.5057 -3.8487 0.0588  -0.19
C: -3.4796 -2.0001 -0.4591  -0.26
C: -2.7471 -3.9702 0.6690  0.03
C: -2.2614 -1.8777 -1.0989  0.00
C: -1.2629 -2.8099 -0.8523  -0.10
C: 4.1107 5.0732 0.7337  -0.08
C: 3.7612 0.4901 -0.6479  0.06
C: -2.0131 1.0357 0.6945  -0.17
C: 6.7018 2.0413 0.8030  -0.07
C: 0.7814 -4.3303 0.1881  -0.06
C: 0.5430 -0.4611 -2.1561  -0.43
C: 2.4691 0.6960 -1.1154  -0.21
C: -2.3579 1.0317 2.1817  -0.19
C: -3.2532 1.3861 -0.1306  -0.18
H: 3.8827 5.4826 -0.2555  0.10
H: -1.4824 0.7504 2.7704  0.11
H: 3.2070 5.0844 1.3515  0.10
H: 7.6061 1.4552 0.9669  0.09
H: -5.5209 -0.2727 1.6716  0.11
H: 1.4090 -5.2213 0.1103  0.15
H: -4.7163 -3.1152 0.8600  0.12
H: -2.1231 -1.0545 -1.7799  0.10
H: -3.0619 1.2748 -1.1974  0.11
H: -1.6443 0.0503 0.4064  0.09
H: -3.7853 0.0631 3.4924  0.11
H: 4.8765 5.6856 1.2081  0.10
H: 1.0052 -2.2947 -3.2280  0.14
H: 6.9019 2.8182 0.0624  0.10
H: -2.9105 -4.7983 1.3393  0.13
H: -0.7254 -1.8492 -3.2340  0.14
H: 6.3946 2.5072 1.7412  0.09
H: 0.9091 2.1447 -1.3615  0.10
H: -5.0845 1.4310 1.9186  0.13
H: 2.3533 -1.2558 -1.7159  0.12
H: -3.5396 2.4263 0.0657  0.13
H: 1.0895 -3.7723 1.0890  0.15
H: 2.1770 3.9471 -0.3396  0.10
H: 4.2257 -0.4809 -0.7280  0.13
H: -1.2274 1.7606 0.4809  0.11
H: -3.1886 -0.9572 2.1752  0.10
H: -2.6627 2.0349 2.4886  0.11

Forces on atoms 1 to 2 (eV/Å):
-0.1092 0.0913 0.0835
0.1777 -0.1375 0.2637

Summary:
- Net charge: 0
- ΔE to the lowest compared entry with this formula, charge and spin: 137.03 kJ/mol
- SMILES string: COc1ccc(NC(=O)CN2C(=O)COc3ccc(S(=O)(=O)N4CCCCC4)cc32)cc1OC
- Kohn-Sham gap: 0.3113 Ha